(1)
C6H13N2S2 | the ωB97M-V functional and the def2-TZVPD basis

Its energy above the lowest of the compared OMol25 structures with the same formula, charge and spin is 2.443 eV. The SMILES is CN1C[C@@H](S)[N+](C)(C)C1=S. As for the total charge: +1. The value obtained for the HOMO energy is -12.965 eV. The frontier orbital gap is 9.5 eV. The value obtained for the energy is -31075.210 eV. The value obtained for the maximum force is 6.4 eV/Å.

Each line ends with the Löwdin charge.
CARTESIAN COORDINATES (ANGSTROEM)
1 C -1.239 1.078 2.343  -0.005
2 N -0.550 0.834 1.119  -0.134
3 C 0.542 -0.003 1.448  -0.079
4 C 1.202 -0.188 -0.044  -0.504
5 S 2.232 -1.752 -0.345  0.808
6 N 0.095 -0.085 -0.927  -0.329
7 C 0.351 0.374 -2.340  -0.014
8 C -0.652 -1.403 -1.050  0.009
9 C -0.841 0.884 -0.149  -0.728
10 S -2.070 1.542 -1.003  0.811
11 H -2.080 1.684 2.178  0.082
12 H -1.609 0.155 2.746  0.112
13 H -0.726 1.656 3.113  0.123
14 H 0.203 -0.973 1.811  0.136
15 H 1.145 0.411 2.124  0.095
16 H 1.862 0.625 -0.260  0.114
17 H 3.022 -1.274 0.658  -0.090
18 H 1.124 -0.300 -2.748  0.113
19 H -0.484 0.421 -3.051  0.102
20 H 0.840 1.338 -2.236  0.112
21 H 0.032 -1.963 -1.587  0.046
22 H -0.921 -1.866 -0.107  0.125
23 H -1.476 -1.196 -1.693  0.094


(2)
C4H5NO2S | the ωB97M-V functional and the def2-TZVPD basis

Its energy above the lowest of the compared OMol25 structures with the same formula, charge and spin is 2.024 eV. The SMILES is Oc1ccc(O)n1S. The value obtained for the HOMO energy is -7.768 eV. The frontier orbital gap is 8.1 eV. The value obtained for the energy is -20648.155 eV. The value obtained for the maximum force is 1.0 eV/Å.

Each line ends with the Löwdin charge.
CARTESIAN COORDINATES (ANGSTROEM)
1 O -2.370 0.530 -0.029  0.051
2 C -1.022 0.584 -0.029  -0.424
3 C -0.208 1.659 -0.021  -0.032
4 C 1.155 1.175 -0.021  -0.025
5 C 1.115 -0.178 -0.027  -0.418
6 O 2.092 -1.116 0.049  0.034
7 N -0.242 -0.567 -0.025  -0.381
8 S -0.820 -2.152 -0.095  0.885
9 H -2.643 -0.405 -0.190  0.076
10 H -0.522 2.687 -0.027  0.105
11 H 2.076 1.791 -0.008  0.121
12 H 2.196 -1.578 -0.800  0.112
13 H -0.804 -2.432 1.223  -0.105